{"formula": "C45H51BMnN12S3", "method": "ωB97M-V/def2-TZVPD", "charge": 2, "homo_ev": [-13.3, -12.8], "homo_lumo_gap_ev": [7.526, 5.622], "spin_multiplicity": 6, "lumo_ev": [-5.8, -7.2], "molar_mass_g_mol": 921.9, "species": ["Mn", "C", "C", "C", "C", "N", "N", "B", "N", "N", "C", "C", "C", "C", "C", "S", "C", "C", "C", "C", "N", "N", "C", "C", "C", "C", "C", "S", "C", "C", "C", "C", "C", "S", "C", "C", "C", "C", "H", "H", "H", "H", "H", "H", "H", "H", "H", "H", "H", "H", "H", "H", "H", "H", "H", "H", "H", "H", "H", "H", "H", "H", "H", "H", "H", "H", "H", "H", "H", "H", "H", "H", "H", "H", "H", "H", "H", "C", "C", "N", "C", "C", "N", "C", "C", "C", "C", "C", "N", "C", "C", "N", "C", "C", "N", "C", "C", "C", "N", "C", "C", "H", "H", "H", "H", "H", "H", "H", "H", "H", "H", "H", "H"], "positions_angstrom": [[-1.462, 1.078, -0.621], [-2.310, -3.971, -2.138], [-1.670, -3.371, -0.927], [-1.386, -4.089, 0.192], [-0.868, -3.439, 1.345], [-0.429, -2.214, 1.266], [-0.619, -1.527, 0.124], [0.250, -0.275, -0.097], [1.316, -0.508, -1.190], [1.461, -1.781, -1.569], [2.433, -2.111, -2.376], [3.305, -1.123, -2.884], [3.166, 0.185, -2.520], [4.069, 1.255, -3.042], [2.126, 0.488, -1.596], [1.977, 2.113, -1.031], [2.575, -3.599, -2.662], [3.029, -4.268, -1.354], [3.604, -3.873, -3.761], [1.217, -4.172, -3.087], [1.018, 0.100, 1.198], [1.971, -0.761, 1.537], [2.755, -0.476, 2.547], [2.517, 0.677, 3.330], [1.576, 1.595, 2.948], [1.353, 2.884, 3.671], [0.866, 1.295, 1.764], [-0.038, 2.480, 0.882], [3.942, -1.410, 2.741], [3.459, -2.857, 2.891], [4.808, -1.287, 1.474], [4.775, -1.023, 3.962], [-1.414, -1.969, -0.864], [-2.255, -0.869, -1.870], [-0.852, -4.131, 2.696], [-0.340, -5.571, 2.557], [0.020, -3.382, 3.703], [-2.308, -4.150, 3.195], [-2.065, -5.030, -2.210], [-1.983, -3.464, -3.046], [-3.397, -3.874, -2.084], [-1.583, -5.153, 0.221], [4.080, -1.401, -3.586], [4.529, 0.944, -3.978], [4.866, 1.461, -2.323], [3.531, 2.190, -3.205], [3.957, -3.825, -0.982], [3.210, -5.331, -1.526], [2.264, -4.163, -0.581], [4.611, -3.568, -3.470], [3.341, -3.379, -4.699], [3.638, -4.945, -3.955], [0.458, -3.970, -2.331], [1.301, -5.253, -3.210], [0.888, -3.750, -4.040], [3.116, 0.861, 4.212], [1.864, 2.880, 4.632], [0.290, 3.064, 3.834], [1.735, 3.719, 3.079], [2.783, -3.133, 2.079], [2.945, -2.998, 3.844], [4.317, -3.531, 2.873], [4.242, -1.591, 0.591], [5.683, -1.933, 1.564], [5.157, -0.261, 1.331], [4.197, -1.087, 4.887], [5.193, -0.017, 3.874], [5.614, -1.714, 4.055], [0.619, -5.604, 2.033], [-1.047, -6.220, 2.037], [-0.191, -5.996, 3.551], [1.078, -3.534, 3.485], [-0.178, -3.765, 4.705], [-0.180, -2.310, 3.699], [-2.978, -4.629, 2.477], [-2.671, -3.134, 3.379], [-2.369, -4.704, 4.133], [-0.042, 2.049, -4.977], [-0.208, 1.434, -3.747], [-0.869, 2.028, -2.761], [-1.426, 3.213, -3.009], [-1.246, 3.819, -4.253], [-0.548, 3.249, -5.222], [-2.294, 3.774, -1.956], [-2.760, 5.079, -1.986], [-3.624, 5.522, -0.991], [-3.988, 4.620, 0.004], [-3.473, 3.335, -0.017], [-2.637, 2.928, -0.981], [-3.799, 2.341, 1.030], [-4.834, 2.506, 1.952], [-5.080, 1.618, 2.901], [-4.307, 0.542, 2.953], [-3.290, 0.344, 2.033], [-3.046, 1.240, 1.081], [-4.136, 6.907, -0.984], [-4.313, 7.599, 0.211], [-4.789, 8.902, 0.164], [-5.096, 9.522, -0.970], [-4.934, 8.860, -2.110], [-4.453, 7.558, -2.171], [0.503, 1.561, -5.777], [0.189, 0.446, -3.551], [-1.688, 4.780, -4.488], [-2.436, 5.769, -2.752], [-4.670, 4.937, 0.780], [-5.494, 3.364, 1.923], [-4.503, -0.182, 3.735], [-2.663, -0.537, 2.056], [-4.057, 7.157, 1.166], [-4.924, 9.468, 1.078], [-5.200, 9.388, -3.019], [-4.368, 7.063, -3.131]]}


{"formula": "C3H3NOS", "method": "ωB97M-V/def2-TZVPD", "smiles": "C#CC(=O)NS", "homo_ev": -8.8, "homo_lumo_gap_ev": 8.210, "lumo_ev": -0.6, "molar_mass_g_mol": 101.1, "species": ["C", "C", "C", "N", "O", "S", "H", "H", "H"], "positions_angstrom": [[1.276, 0.583, -1.892], [0.918, 0.639, -0.753], [0.300, 0.648, 0.475], [-0.580, -0.846, 0.359], [0.169, 1.344, 1.456], [-1.920, -0.480, 1.317], [1.845, 0.160, -2.777], [-0.637, -1.015, -0.655], [-1.370, -1.034, 2.471]]}


{"formula": "C3H6FIOS", "method": "ωB97M-V/def2-TZVPD", "homo_ev": -7.4, "homo_lumo_gap_ev": 6.002, "lumo_ev": -1.4, "molar_mass_g_mol": 236.0, "species": ["C", "C", "C", "O", "F", "S", "I", "H", "H", "H", "H", "H", "H"], "positions_angstrom": [[0.207, -2.420, -0.442], [0.106, 2.461, 0.459], [0.478, -0.065, -0.361], [0.511, -1.121, -1.100], [0.768, -0.128, 0.995], [0.413, 1.533, -1.031], [-2.981, -0.147, 0.250], [1.091, -2.766, 0.051], [-0.189, -3.013, -1.348], [-0.455, -2.104, 0.293], [-0.930, 2.160, 0.854], [0.180, 3.491, 0.117], [0.801, 2.119, 1.264]]}


{"formula": "C25H40N4O5S3", "method": "ωB97M-V/def2-TZVPD", "homo_ev": -7.5, "homo_lumo_gap_ev": 8.123, "lumo_ev": 0.6, "molar_mass_g_mol": 572.8, "species": ["C", "C", "O", "C", "C", "C", "N", "C", "C", "C", "C", "N", "N", "C", "C", "C", "C", "C", "O", "O", "C", "C", "C", "C", "C", "C", "N", "C", "S", "H", "H", "H", "H", "H", "H", "H", "H", "H", "H", "H", "H", "H", "H", "H", "H", "H", "H", "H", "H", "H", "H", "H", "H", "H", "H", "H", "H", "C", "S", "O", "C", "H", "H", "H", "H", "H", "H", "C", "S", "O", "C", "H", "H", "H", "H", "H", "H"], "positions_angstrom": [[6.308, 0.510, 3.497], [5.481, 0.225, 2.169], [4.816, 1.462, 1.853], [4.515, -1.012, 2.304], [4.028, -1.410, 0.873], [4.992, -2.149, 0.031], [6.346, -2.483, 0.425], [4.588, -2.594, -1.314], [3.264, -2.303, -1.860], [2.362, -1.533, -0.999], [2.679, -1.087, 0.348], [1.822, -0.322, 1.230], [2.094, 1.081, 1.183], [0.417, -0.625, 1.087], [-0.411, -0.525, 2.299], [0.158, -0.130, 3.699], [-0.512, -0.981, 4.874], [-1.471, -0.138, 5.779], [-0.990, 0.440, 6.719], [-2.841, -0.026, 5.589], [-1.864, -0.775, 2.225], [-2.518, -1.123, 0.973], [-1.703, -1.253, -0.252], [-2.447, -1.672, -1.557], [-3.793, -0.858, -1.804], [-3.520, 0.627, -2.322], [-3.016, 1.498, -1.219], [-0.277, -0.982, -0.148], [0.715, -1.112, -1.685], [6.766, 1.526, 3.335], [7.147, -0.221, 3.597], [5.650, 0.576, 4.399], [6.262, 0.070, 1.367], [4.689, 1.431, 0.885], [5.149, -1.867, 2.676], [3.695, -0.742, 3.012], [6.388, -3.003, 1.300], [6.933, -1.645, 0.466], [5.302, -3.155, -1.959], [2.950, -2.644, -2.877], [2.498, 1.301, 2.106], [1.161, 1.525, 1.221], [1.276, -0.141, 3.743], [-0.169, 0.937, 3.876], [-1.002, -1.910, 4.488], [0.333, -1.309, 5.534], [-3.236, -0.869, 5.302], [-2.476, -0.677, 3.156], [-3.619, -1.277, 0.993], [-1.802, -1.536, -2.470], [-2.770, -2.747, -1.446], [-4.464, -0.816, -0.909], [-4.361, -1.389, -2.610], [-4.437, 1.138, -2.725], [-2.753, 0.547, -3.141], [-2.002, 1.382, -1.163], [-3.407, 1.185, -0.325], [0.207, 5.090, -1.238], [-0.063, 4.249, 0.333], [-0.631, 2.905, 0.030], [-1.421, 5.303, 0.875], [1.001, 4.570, -1.774], [-0.708, 5.067, -1.832], [0.510, 6.121, -1.051], [-2.231, 5.267, 0.145], [-1.062, 6.327, 0.990], [-1.780, 4.934, 1.835], [-6.271, -0.930, -7.014], [-5.752, -1.733, -5.486], [-5.275, -0.666, -4.562], [-4.294, -2.532, -6.184], [-7.159, -0.334, -6.804], [-5.475, -0.281, -7.381], [-6.512, -1.689, -7.760], [-3.624, -1.780, -6.604], [-4.601, -3.237, -6.958], [-3.782, -3.070, -5.387]]}


{"formula": "C4H9N4", "method": "ωB97M-V/def2-TZVPD", "smiles": "[H]/N=C(\\N)N=[N+]=C(C)C", "charge": 1, "homo_ev": -14.2, "homo_lumo_gap_ev": 9.047, "lumo_ev": -5.1, "molar_mass_g_mol": 113.1, "species": ["C", "C", "C", "C", "N", "N", "N", "N", "H", "H", "H", "H", "H", "H", "H", "H", "H"], "positions_angstrom": [[-1.559, 0.770, -1.561], [0.882, -0.353, 0.889], [1.994, -1.241, 0.678], [0.692, 0.200, 2.279], [-0.989, -0.188, -0.605], [-0.081, -0.226, 0.119], [-2.041, 1.823, -1.088], [-1.708, 0.064, -2.679], [1.901, -1.687, -0.336], [1.918, -2.063, 1.454], [3.011, -0.626, 0.797], [0.045, 1.053, 2.278], [1.559, 0.787, 2.692], [0.302, -0.586, 2.973], [-2.673, 2.432, -1.577], [-1.091, -0.607, -2.853], [-2.159, 0.448, -3.461]]}


{"formula": "C4H31N2O10", "method": "ωB97M-V/def2-TZVPD", "charge": 1, "homo_ev": -11.8, "homo_lumo_gap_ev": 9.310, "lumo_ev": -2.5, "molar_mass_g_mol": 267.3, "species": ["C", "C", "C", "C", "N", "N", "H", "H", "H", "H", "H", "H", "H", "H", "H", "H", "H", "H", "H", "O", "H", "H", "O", "H", "H", "O", "H", "H", "O", "H", "H", "O", "H", "H", "O", "H", "H", "O", "H", "H", "O", "H", "H", "O", "H", "H", "O"], "positions_angstrom": [[2.542, 0.523, -2.334], [2.506, 1.425, -1.045], [1.145, 1.792, -0.508], [0.592, 2.966, -0.865], [-0.711, 3.444, -0.473], [0.641, 0.681, 0.321], [1.635, 0.686, -2.915], [2.454, -0.619, -2.285], [3.330, 0.670, -2.951], [3.120, 1.003, -0.243], [3.042, 2.297, -1.478], [1.333, 3.584, -1.530], [-1.109, 2.966, 0.227], [-0.650, 4.436, -0.397], [0.449, -0.187, -0.190], [1.376, 0.332, 1.071], [-0.189, 0.876, 0.824], [0.688, -1.080, 2.401], [2.182, -1.645, 1.913], [1.536, -0.907, 2.054], [-0.753, -0.619, -2.386], [-0.738, -1.409, -3.528], [-0.191, -1.412, -2.752], [-2.871, 1.007, 0.673], [-2.793, 2.345, 1.474], [-2.277, 1.817, 0.915], [0.090, -2.218, -1.329], [1.036, -2.818, -0.466], [0.089, -2.700, -0.421], [-1.958, 1.333, -1.163], [-2.488, 0.881, -2.594], [-2.171, 0.560, -1.767], [3.034, -3.230, -1.151], [3.357, -1.742, -0.663], [2.846, -2.570, -0.511], [-3.719, -1.160, 1.583], [-2.797, -1.219, 0.629], [-2.933, -0.598, 1.356], [-1.997, -3.199, 0.755], [-1.839, -3.244, -0.829], [-2.485, -2.978, -0.075], [-0.687, 1.529, 4.018], [0.574, 0.627, 3.532], [-0.282, 0.988, 3.259], [-1.691, -0.942, 2.649], [-1.257, -0.931, 4.051], [-1.009, -1.340, 3.142]]}


{"formula": "C30H32HoN5Sb2", "method": "ωB97M-V/def2-TZVPD", "charge": 2, "homo_ev": [-12.9, -12.9], "homo_lumo_gap_ev": [6.602, 6.604], "spin_multiplicity": 5, "lumo_ev": [-6.3, -6.3], "molar_mass_g_mol": 871.1, "species": ["Ho", "C", "C", "C", "C", "N", "C", "N", "C", "N", "C", "N", "C", "C", "C", "C", "C", "N", "C", "C", "C", "C", "C", "C", "H", "H", "H", "H", "H", "H", "H", "H", "H", "H", "H", "H", "C", "Sb", "C", "C", "C", "C", "C", "C", "C", "C", "C", "Sb", "C", "C", "H", "H", "H", "H", "H", "H", "H", "H", "H", "H", "H", "H", "H", "H", "H", "H", "H", "H", "H", "H"], "positions_angstrom": [[-0.329, -0.902, 0.371], [-3.534, -1.006, 3.312], [-3.169, -1.784, 4.410], [-1.955, -2.450, 4.419], [-1.130, -2.362, 3.313], [-1.469, -1.607, 2.202], [-2.684, -1.129, 2.165], [0.103, -2.886, 3.421], [1.013, -2.957, 2.474], [1.159, -2.268, 1.272], [2.043, -3.039, 0.476], [1.989, -3.270, -0.839], [0.894, -2.976, -1.643], [1.036, -3.286, -3.022], [-0.140, -3.463, -3.791], [-1.336, -3.177, -3.239], [-1.449, -2.656, -1.945], [-0.306, -2.478, -1.189], [2.880, -3.889, 1.410], [3.955, -4.789, 1.279], [4.490, -5.456, 2.400], [3.880, -5.346, 3.614], [2.721, -4.478, 3.745], [2.190, -3.832, 2.652], [-4.524, -0.503, 3.237], [-3.901, -1.886, 5.191], [-1.516, -3.037, 5.166], [-3.046, -0.799, 1.199], [2.015, -3.547, -3.394], [0.031, -3.865, -4.822], [-2.247, -3.486, -3.707], [-2.445, -2.623, -1.492], [4.401, -4.966, 0.295], [5.397, -5.991, 2.235], [4.089, -5.942, 4.491], [2.167, -4.449, 4.691], [2.374, 1.760, -2.847], [1.427, 1.408, -0.937], [3.205, 1.440, 0.441], [1.375, 3.517, -0.208], [0.497, 4.411, -1.000], [1.045, 5.126, -2.099], [0.274, 5.958, -2.897], [-1.086, 6.070, -2.618], [-1.688, 5.378, -1.532], [-0.927, 4.424, -0.813], [-1.539, 3.566, 0.198], [-2.471, 1.769, -0.592], [-2.964, 2.516, -2.593], [-4.391, 2.279, 0.348], [2.550, 0.749, -3.262], [3.290, 2.345, -2.755], [1.674, 2.281, -3.622], [2.860, 1.349, 1.446], [3.894, 2.282, 0.358], [3.770, 0.565, 0.106], [2.398, 3.794, -0.259], [1.097, 3.394, 0.830], [2.155, 5.015, -2.239], [0.830, 6.711, -3.511], [-1.689, 6.688, -3.257], [-2.668, 5.728, -1.250], [-2.489, 3.982, 0.582], [-0.790, 3.150, 0.866], [-3.749, 3.269, -2.492], [-3.360, 1.627, -3.104], [-2.038, 2.890, -2.990], [-4.506, 2.008, 1.368], [-5.060, 1.759, -0.322], [-4.573, 3.374, 0.298]]}


{"formula": "C26H41BrN2O9Si4TeTl", "method": "ωB97M-V/def2-TZVPD", "charge": -1, "homo_ev": -5.8, "homo_lumo_gap_ev": 7.403, "lumo_ev": 1.6, "molar_mass_g_mol": 1049.9, "species": ["Tl", "C", "C", "C", "O", "C", "O", "O", "H", "H", "H", "H", "H", "H", "H", "C", "Si", "C", "C", "Si", "Te", "Si", "C", "C", "C", "Si", "C", "C", "C", "H", "H", "H", "H", "H", "H", "H", "H", "H", "H", "H", "H", "H", "H", "H", "H", "H", "H", "H", "H", "H", "H", "H", "H", "H", "H", "H", "Br", "C", "C", "C", "C", "C", "C", "H", "H", "H", "H", "O", "C", "O", "C", "C", "C", "C", "C", "C", "N", "O", "O", "N", "O", "O", "H", "H", "H"], "positions_angstrom": [[2.381, 1.937, -0.275], [3.434, -1.005, 3.190], [3.546, -0.694, 1.703], [3.935, -1.924, 0.900], [2.254, -0.308, 1.210], [4.642, 0.397, 1.493], [5.769, 0.102, 1.879], [4.308, 1.496, 0.926], [2.722, -1.821, 3.341], [3.077, -0.131, 3.741], [4.408, -1.291, 3.580], [3.207, -2.722, 1.063], [4.927, -2.256, 1.199], [3.954, -1.686, -0.167], [1.835, 0.328, 1.827], [0.042, -3.972, -3.519], [-1.737, -3.817, -2.936], [-2.035, -5.096, -1.593], [-2.883, -4.183, -4.386], [-2.108, -1.663, -2.090], [0.016, -1.302, -0.783], [-2.338, -0.199, -3.899], [-1.051, -0.623, -5.202], [-4.062, -0.409, -4.627], [-2.117, 1.605, -3.432], [-3.988, -1.720, -0.697], [-4.664, -0.005, -0.355], [-5.319, -2.706, -1.598], [-3.570, -2.569, 0.919], [0.225, -4.969, -3.929], [0.741, -3.819, -2.693], [0.276, -3.239, -4.293], [-1.758, -6.093, -1.945], [-3.084, -5.124, -1.291], [-1.435, -4.870, -0.709], [-2.737, -5.206, -4.743], [-2.692, -3.507, -5.222], [-3.931, -4.072, -4.101], [-1.203, -1.625, -5.608], [-0.048, -0.582, -4.771], [-1.091, 0.088, -6.031], [-4.268, -1.448, -4.890], [-4.173, 0.198, -5.530], [-4.825, -0.088, -3.914], [-1.093, 1.800, -3.107], [-2.794, 1.904, -2.629], [-2.319, 2.239, -4.299], [-4.883, 0.529, -1.283], [-3.954, 0.592, 0.218], [-5.592, -0.075, 0.219], [-5.555, -2.260, -2.566], [-6.238, -2.733, -1.007], [-5.002, -3.736, -1.773], [-2.777, -2.032, 1.441], [-3.234, -3.594, 0.754], [-4.447, -2.596, 1.572], [-2.256, 3.158, 3.778], [-1.678, 1.891, 2.494], [-1.666, 2.242, 1.158], [-1.202, 1.327, 0.225], [-0.780, 0.064, 0.622], [-0.804, -0.269, 1.972], [-1.241, 0.648, 2.916], [-1.988, 3.227, 0.849], [-1.163, 1.610, -0.818], [-0.444, -1.237, 2.298], [-1.208, 0.410, 3.969], [1.819, 1.595, 4.247], [2.027, 2.268, 3.238], [1.492, 2.111, 2.093], [3.089, 3.357, 3.328], [3.992, 3.335, 4.380], [4.989, 4.292, 4.431], [5.121, 5.288, 3.483], [4.193, 5.290, 2.462], [3.188, 4.346, 2.363], [4.286, 6.342, 1.433], [3.463, 6.333, 0.540], [5.168, 7.170, 1.548], [5.954, 4.267, 5.548], [5.819, 3.407, 6.391], [6.831, 5.110, 5.554], [3.909, 2.571, 5.139], [5.907, 6.024, 3.538], [2.486, 4.381, 1.544]]}